Here is 2 unconnected molecules or ions with the total composition C5H14N2 in a non-equilibrium geometry from OMol25. Energies are from the ωB97M-V functional and the def2-TZVPD basis.

The geometry in XYZ format:
```
21
Properties=species:S:1:pos:R:3:forces:R:3:mulliken_charge:R:1
C -0.31452 0.82721 1.67889 -0.15 -0.14 0.16 -0.950
C -1.36210 0.57638 0.89522 -0.24 0.22 0.15 0.154
N -2.44250 -0.25144 1.20516 0.00 -0.30 -0.46 -0.387
C -3.06518 -0.89783 0.04259 0.28 1.09 -0.12 -0.896
H -0.27085 0.39479 2.67159 0.14 -0.17 -0.04 0.212
H 0.49298 1.48130 1.39303 -0.14 0.19 -0.09 0.414
H -1.52284 1.10081 -0.04161 0.30 -0.02 -0.11 0.268
H -2.19205 -0.96551 1.86813 0.08 0.06 0.41 0.260
H -3.95227 -1.42267 0.36969 0.03 -0.43 -0.10 0.309
H -3.39262 -0.11936 -0.65123 -0.12 0.04 0.11 0.322
H -2.34315 -1.48678 -0.52895 -0.22 -0.51 0.14 0.321
C 1.59957 0.27816 -2.10757 0.77 0.05 -0.43 -0.915
N 2.03744 0.39342 -0.70931 -0.56 0.17 -1.03 -0.304
C 3.12772 -0.54083 -0.49770 0.14 -0.21 0.33 -0.885
H 2.36234 0.68495 -2.78072 0.07 0.02 0.16 0.323
H 1.48820 -0.77537 -2.40820 -0.28 0.04 -0.02 0.332
H 0.69471 0.83633 -2.34018 -0.16 -0.06 0.37 0.290
H 1.20484 0.12097 -0.19743 0.41 -0.06 0.58 0.215
H 2.81263 -1.57478 -0.70283 0.20 -0.06 0.11 0.321
H 3.54308 -0.46445 0.50880 -0.32 -0.08 0.11 0.285
H 3.97714 -0.32247 -1.14896 -0.23 0.16 -0.22 0.312
```
Positions in Å, forces in eV/Å.

total charge = 0
energy above the lowest of the compared OMol25 structures with the same formula, charge and spin = 42.0 kcal per mole
E_LUMO = 0.98 eV
SMILES string = C=CNC.CNC

---

Here is C5H14N2 in the gas phase in a non-equilibrium geometry from OMol25. Energies are from the ωB97M-V functional and the def2-TZVPD basis.

The geometry in XYZ format:
```
21
Properties=species:S:1:pos:R:3:forces:R:3:mulliken_charge:R:1
C -0.92002 -0.01534 -1.62097 -0.84 0.37 -0.66 -1.495
C -0.60247 -0.26481 -0.16664 1.94 0.11 0.04 0.443
C -1.49281 0.54836 0.79778 0.02 -0.95 -1.06 -0.494
C -2.93165 0.02138 0.79300 0.50 -0.05 -0.20 -1.219
N 0.78492 0.18701 0.10818 -0.48 0.51 0.52 -0.311
C 2.04076 -0.26736 -0.44991 0.15 0.42 -0.01 -0.436
N 3.07364 -0.03989 0.56258 -0.63 0.18 0.28 -0.638
H -0.83846 1.05117 -1.89907 -0.16 -0.34 0.31 0.333
H -1.92489 -0.39131 -1.88100 0.20 0.30 0.18 0.377
H -0.26088 -0.54384 -2.29502 0.44 -0.28 -0.01 0.403
H -0.65687 -1.36160 -0.02681 -0.39 0.20 0.39 0.113
H -1.05009 0.51927 1.78841 -0.02 -0.02 0.20 0.388
H -1.44724 1.56550 0.41776 -0.02 0.25 0.25 0.326
H -3.38129 0.15631 1.76348 -0.37 0.07 0.23 0.374
H -2.93976 -1.04535 0.54816 -0.08 0.07 0.15 0.315
H -3.51678 0.53260 0.03506 -0.21 0.03 0.00 0.302
H 0.91199 0.44550 1.07520 0.02 0.01 -0.06 0.242
H 2.33557 0.37705 -1.30006 -0.21 -0.66 -0.07 0.284
H 2.03609 -1.33412 -0.69720 -0.35 -0.05 -0.58 0.266
H 2.86431 -0.66580 1.33284 0.47 -0.04 0.06 0.205
H 3.99925 -0.21530 0.20019 0.01 -0.14 0.04 0.222
```
Positions in Å, forces in eV/Å.

total charge = 0
energy above the lowest of the compared OMol25 structures with the same formula, charge and spin = 20.0 kcal per mole
E_LUMO = 1.14 eV
SMILES string = CC[C@@H](C)NCN

---

Here is a gas-phase ion, C5H14N2 (charge +1) in a non-equilibrium geometry from OMol25. Energies are from the ωB97M-V functional and the def2-TZVPD basis.

The geometry in XYZ format:
```
21
Properties=species:S:1:pos:R:3:forces:R:3:lowdin_spin:R:1
N -0.12960 -2.00931 -0.50775 -0.56 0.16 -0.13 0.021
C -0.14988 0.18802 -2.76811 0.01 -0.81 0.23 0.000
C 0.61649 0.22095 -1.43093 -0.65 -1.12 -0.68 0.000
C -0.18213 -0.57405 -0.35147 0.65 2.06 -0.65 0.015
C 0.35249 -0.16516 1.03339 -0.23 -1.62 0.55 0.098
N -0.01570 1.10027 1.59518 -0.37 -1.67 -0.41 0.666
C -0.23846 1.09064 3.03465 0.24 2.09 -0.68 0.066
H -0.96887 -2.27304 -1.00801 -0.12 -0.35 0.28 0.001
H 0.61869 -2.34998 -1.10295 0.32 0.33 0.24 0.001
H -0.95529 0.92623 -2.78617 0.33 0.12 -0.30 0.000
H 0.49887 0.18276 -3.64852 -0.10 0.73 0.19 0.000
H -0.63957 -0.78716 -2.86202 -0.10 0.02 0.14 0.000
H 1.54478 -0.34301 -1.53951 0.24 0.18 -0.02 0.000
H 0.88782 1.24035 -1.16841 -0.10 0.15 0.31 0.000
H -1.22898 -0.24811 -0.37445 -0.01 -0.18 -0.08 0.000
H -0.06957 -0.87505 1.75531 0.08 -0.25 0.10 0.029
H 1.41954 -0.45131 1.08603 0.05 0.77 0.07 0.042
H -0.47299 1.76762 0.97463 0.18 0.28 0.21 0.014
H -1.06826 0.45029 3.31416 0.03 -0.51 -0.14 0.029
H 0.72408 0.79683 3.45707 -0.31 -0.08 0.44 0.018
H -0.54346 2.11222 3.29787 0.41 -0.30 0.32 0.000
```
Positions in Å, forces in eV/Å.

total charge = +1
energy above the lowest of the compared OMol25 structures with the same formula, charge and spin = 21.3 kcal per mole
spin multiplicity = 2
E_LUMO (alpha / beta) = -3.02 / -7.69 eV
⟨S²⟩ = 0.75